Record 1
# C3H11NO3

3 unconnected molecules or ions with the total composition C3H11NO3 at a distorted geometry (ωB97M-V/def2-TZVPD, the OMol25 dataset).

Its spin multiplicity is 1. Its energy above the lowest of the compared OMol25 structures with the same formula, charge and spin is 168.3 kcal/mol. The calculation puts the LUMO energy at -0.145 eV. The frontier orbital gap is 6.94 eV.

Structure (XYZ):
```
18
Properties=species:S:1:pos:R:3:forces:R:3
C 0.099 -0.731 0.882 0.1 2.3 -0.2
C -0.352 1.874 -0.224 -0.5 -0.1 0.0
C -0.128 -0.295 2.283 0.0 0.0 0.0
O 0.702 0.995 0.145 0.0 -2.2 0.3
H -0.757 -0.854 0.229 0.1 0.1 -0.1
H 0.908 -1.427 0.713 0.2 0.4 -0.3
H 0.041 2.654 -0.882 0.1 -0.1 0.1
H -0.755 2.343 0.677 0.1 0.0 -0.1
H -1.150 1.334 -0.751 0.2 0.1 0.0
H 0.802 0.022 2.754 0.0 -0.1 -0.1
H -0.854 0.513 2.358 -0.1 -0.1 0.0
H -0.506 -1.160 2.845 0.0 0.1 -0.1
N 0.549 -1.505 -2.065 -0.6 -0.5 -1.0
O 1.441 -0.757 -1.412 0.7 1.2 0.6
O -0.729 -0.766 -2.237 0.1 0.0 0.3
H -0.642 -0.404 -3.127 0.1 -0.1 0.1
H 1.101 0.435 -0.737 -0.4 -1.0 0.1
H 0.230 -2.270 -1.452 -0.1 0.3 0.1
```
Positions in Å, forces in eV/Å.

=====

Record 2
# C20H19N3O4S

C20H19N3O4S in the gas phase at a distorted geometry (ωB97M-V/def2-TZVPD, the OMol25 dataset).

Its spin multiplicity is 1. Its energy above the lowest of the compared OMol25 structures with the same formula, charge and spin is 10.1 kcal/mol. As for the SMILES: COc1ccc2nc(C)cc(SCC(=O)N/N=C/c3ccc(O)cc3O)c2c1. The calculation puts the LUMO energy at 0.273 eV. The frontier orbital gap is 8.15 eV.

Structure (XYZ):
```
47
Properties=species:S:1:pos:R:3:forces:R:3
C -2.491 -5.376 -0.085 -0.1 -0.2 -0.1
O -1.932 -4.120 0.214 0.1 0.3 0.0
C -2.673 -2.999 -0.011 0.3 0.4 0.1
C -3.977 -3.003 -0.541 0.0 -0.2 0.0
C -4.647 -1.826 -0.735 0.1 0.0 0.1
C -4.060 -0.589 -0.414 0.7 -0.3 0.3
N -4.766 0.539 -0.627 -0.5 0.4 -0.2
C -4.223 1.687 -0.331 -0.2 -0.2 -0.1
C -5.027 2.925 -0.576 0.0 0.0 0.0
C -2.921 1.812 0.206 0.2 -0.3 0.1
C -2.180 0.684 0.434 0.2 0.6 0.2
S -0.546 0.686 1.108 -0.1 0.1 0.2
C -0.194 2.445 1.456 -0.4 -0.5 -0.1
C 0.036 3.248 0.197 -0.1 0.0 0.3
O -0.680 4.158 -0.161 -0.1 0.1 0.0
N 1.122 2.887 -0.534 0.2 0.6 -1.0
N 1.964 1.896 -0.176 0.5 -0.5 0.3
C 2.943 1.600 -0.947 -0.5 0.6 -0.1
C 3.891 0.565 -0.643 0.2 -0.4 0.2
C 4.959 0.335 -1.521 -0.2 -0.1 0.3
C 5.900 -0.633 -1.278 0.2 -0.2 0.0
C 5.797 -1.417 -0.125 -0.4 0.4 0.0
O 6.739 -2.363 0.089 0.2 -0.2 0.0
C 4.749 -1.213 0.757 0.0 0.0 0.1
C 3.790 -0.234 0.517 0.4 0.1 -0.4
O 2.806 -0.090 1.410 -0.1 -0.1 0.2
C -2.743 -0.586 0.122 -0.5 -0.1 -0.2
C -2.073 -1.799 0.312 0.0 -0.4 0.0
H -3.393 -5.568 0.505 0.0 0.0 0.0
H -1.728 -6.106 0.181 -0.1 0.0 0.0
H -2.724 -5.471 -1.150 0.0 0.0 0.0
H -4.459 -3.933 -0.798 0.0 -0.1 0.0
H -5.647 -1.818 -1.140 -0.1 0.0 0.0
H -4.461 3.629 -1.182 0.0 0.1 0.0
H -5.263 3.410 0.370 0.0 0.1 0.0
H -5.952 2.665 -1.083 0.0 0.0 0.0
H -2.549 2.804 0.401 0.1 0.1 0.0
H 0.714 2.418 2.057 -0.1 0.0 0.0
H -1.013 2.872 2.032 0.1 0.1 -0.1
H 1.284 3.396 -1.405 -0.1 -0.1 0.3
H 3.100 2.145 -1.884 -0.1 0.0 0.0
H 5.038 0.942 -2.411 0.0 0.1 -0.1
H 6.721 -0.806 -1.954 0.1 0.0 -0.1
H 6.554 -2.837 0.909 0.0 0.1 -0.1
H 4.650 -1.812 1.651 0.0 -0.1 0.1
H 2.179 0.586 1.085 0.1 0.0 -0.1
H -1.073 -1.806 0.718 0.1 -0.1 0.0
```
Positions in Å, forces in eV/Å.

=====

Record 3
# C12H17BN2O3

2 unconnected molecules or ions with the total composition C12H17BN2O3 at a distorted geometry (ωB97M-V/def2-TZVPD, the OMol25 dataset).

Its spin multiplicity is 1. As for the SMILES: C=CBCCC(=O)Nc1ccccc1.C[N+](=O)[O-]. The calculation puts the LUMO energy at 0.393 eV. The frontier orbital gap is 9.15 eV.

Structure (XYZ):
```
35
Properties=species:S:1:pos:R:3:forces:R:3
C -0.149 -3.712 0.045 0.1 0.1 -0.3
C 0.316 -2.625 0.697 -0.3 0.8 0.3
B 1.426 -1.767 0.015 -1.6 0.7 -0.6
C 1.060 -0.878 -1.265 0.6 -1.1 0.2
C 1.042 0.638 -0.945 -0.4 -0.2 -1.0
C 0.193 0.987 0.263 0.4 0.7 0.9
O 0.729 1.119 1.356 -0.3 -0.2 -0.6
N -1.209 1.216 0.174 0.7 -1.7 -0.3
C -1.918 0.298 -0.693 0.1 0.5 0.3
C -1.920 0.458 -2.059 0.8 1.1 -0.3
C -2.557 -0.425 -2.891 0.1 0.2 -0.3
C -3.247 -1.483 -2.333 -0.3 -0.3 -1.3
C -3.283 -1.628 -0.977 -0.5 -0.7 0.8
C -2.611 -0.756 -0.149 -0.2 -0.1 0.6
H -0.456 -3.637 -1.002 1.3 -0.4 -0.2
H -0.178 -4.697 0.510 -1.3 0.3 0.3
H -0.048 -2.387 1.706 1.3 -1.1 0.5
H 2.516 -1.805 0.488 0.1 0.1 0.1
H 0.112 -1.257 -1.660 0.0 0.4 0.0
H 1.816 -1.062 -2.042 -0.1 0.3 0.1
H 2.074 0.963 -0.796 -0.2 0.1 0.5
H 0.700 1.155 -1.848 -0.1 0.0 0.3
H -1.550 1.022 1.113 0.0 0.7 0.1
H -1.364 1.302 -2.456 -0.2 -0.1 -0.1
H -2.494 -0.249 -3.959 -0.2 -0.2 0.0
H -3.750 -2.175 -3.001 -0.1 0.0 0.2
H -3.845 -2.438 -0.520 0.1 0.0 -0.1
H -2.651 -0.915 0.926 0.1 0.1 -0.1
C 2.707 2.971 2.991 -0.1 -0.1 0.2
N 3.453 4.253 3.116 -0.1 -0.1 0.1
O 3.586 4.723 4.227 0.0 0.1 0.0
O 3.878 4.742 2.091 0.0 0.0 0.0
H 2.390 2.657 3.979 0.0 0.1 0.0
H 1.851 3.149 2.349 0.1 -0.1 -0.1
H 3.380 2.243 2.549 -0.1 0.0 -0.1
```
Positions in Å, forces in eV/Å.

=====

Record 4
# C3H6S2

C3H6S2 in the gas phase at a distorted geometry (ωB97M-V/def2-TZVPD, the OMol25 dataset).

Its spin multiplicity is 1. Its energy above the lowest of the compared OMol25 structures with the same formula, charge and spin is 34.7 kcal/mol. As for the SMILES: S=CCCS. The calculation puts the LUMO energy at -0.318 eV. The frontier orbital gap is 8.41 eV.

Structure (XYZ):
```
11
Properties=species:S:1:pos:R:3:forces:R:3
S -2.565 -0.462 0.024 0.3 0.1 0.5
C -1.409 0.654 -0.119 1.0 -0.7 0.6
C 0.011 0.673 0.587 -2.2 -1.2 0.0
C 0.923 0.225 -0.578 -0.5 -0.5 0.6
S 2.568 -0.241 0.066 0.8 0.7 -0.1
H -1.565 1.288 -0.986 0.5 0.6 0.2
H 0.024 0.088 1.580 0.0 0.6 -1.9
H 0.328 1.668 0.786 -0.1 1.0 0.5
H 0.482 -0.690 -1.031 0.4 1.0 -0.3
H 0.937 1.170 -1.222 0.5 -1.9 0.2
H 2.605 -1.589 0.092 -0.7 0.3 -0.3
```
Positions in Å, forces in eV/Å.

=====

Record 5
# C34H28F5N6NiO4S6Sb

A molecular structure, C34H28F5N6NiO4S6Sb at a distorted geometry (ωB97M-V/def2-TZVPD, the OMol25 dataset).

Its spin multiplicity is 3. Its energy above the lowest of the compared OMol25 structures with the same formula, charge and spin is 21.5 kcal/mol. The net charge is -2. The calculation puts the LUMO energy (alpha / beta) at 3.287 / 3.287 eV. The frontier orbital gap (alpha / beta) is 5.41 / 5.52 eV.

Structure (XYZ):
```
85
Properties=species:S:1:pos:R:3:forces:R:3
Ni 1.578 2.795 1.010 0.0 0.5 0.9
S 1.517 3.482 3.513 -0.4 -0.3 -0.2
S 3.279 4.294 4.000 0.5 0.1 -0.1
S 4.740 2.909 3.279 -0.4 0.1 0.2
S 3.940 2.309 1.493 0.6 0.0 -0.2
C -0.747 3.247 -3.955 0.2 -0.1 0.1
N 0.389 2.616 -3.289 -0.1 0.2 0.1
C 1.487 2.237 -3.972 -0.1 0.0 -0.1
C 2.536 1.675 -3.349 0.1 0.0 -0.1
C 2.429 1.486 -1.934 -0.2 -0.1 0.2
N 1.436 1.992 -1.213 -0.3 0.2 -0.4
C 0.368 2.592 -1.868 0.1 -0.2 -0.1
O -0.595 3.073 -1.316 0.1 -0.1 0.0
N 3.336 0.699 -1.336 0.2 0.3 0.1
H -0.468 3.480 -4.981 0.0 0.0 0.0
H -1.015 4.154 -3.423 0.0 0.1 0.0
H -1.613 2.587 -3.949 0.0 0.0 0.0
H 1.465 2.398 -5.042 0.0 0.0 0.0
H 3.408 1.346 -3.894 0.0 0.0 0.0
H 4.241 0.613 -1.763 0.0 -0.1 0.0
H 3.283 0.603 -0.316 -0.1 0.0 0.1
O -7.345 3.729 3.219 0.0 0.1 0.1
S -8.032 2.700 2.471 0.2 -0.1 -0.1
O -9.124 3.172 1.644 -0.1 0.1 0.0
O -8.304 1.475 3.207 -0.1 0.0 0.1
C -6.800 2.088 1.274 0.1 -0.1 -0.1
N -7.292 1.415 0.224 0.2 0.1 0.2
C -6.400 0.877 -0.593 -0.1 0.0 0.0
C -5.036 0.990 -0.396 0.0 -0.1 -0.2
C -4.628 1.710 0.714 0.1 0.1 0.1
N -5.507 2.265 1.546 -0.1 0.0 -0.1
C -3.176 1.900 0.997 -0.1 0.0 0.1
C -2.702 3.038 1.639 0.0 0.0 0.0
C -1.337 3.191 1.826 0.0 0.0 0.1
N -0.444 2.284 1.418 -0.2 0.3 -0.4
C -0.906 1.188 0.824 0.1 -0.1 0.1
C -2.245 0.946 0.604 0.0 -0.1 0.0
H -6.794 0.333 -1.447 0.0 0.0 0.0
H -4.326 0.558 -1.088 0.0 0.0 0.0
H -3.400 3.797 1.971 0.0 0.0 0.0
H -0.932 4.069 2.317 0.0 0.0 -0.1
H -0.153 0.484 0.493 0.1 0.0 0.0
H -2.550 0.022 0.126 0.0 0.0 0.0
F 2.536 5.502 1.302 0.1 0.1 0.3
C 1.764 4.805 0.407 -0.1 -0.2 -0.7
F 0.568 5.522 0.327 0.0 0.0 0.1
C 2.467 5.156 -0.936 -0.2 -0.1 0.1
F 1.649 4.989 -2.006 0.1 -0.1 0.1
F 2.905 6.429 -1.013 0.0 0.0 0.0
F 3.546 4.373 -1.148 0.0 0.0 0.0
S 2.684 0.713 1.835 -0.1 -0.2 -0.1
Sb 1.444 -1.973 -0.140 -0.2 -0.3 0.1
C 3.261 -3.061 0.295 0.0 0.0 0.1
C 3.873 -3.995 -0.540 0.0 0.0 0.1
C 5.029 -4.662 -0.138 -0.1 0.1 0.0
C 5.589 -4.397 1.102 0.0 0.0 0.0
C 4.996 -3.457 1.938 0.0 0.0 -0.1
C 3.843 -2.793 1.539 0.0 0.0 -0.1
C 0.513 -3.382 -1.521 0.0 0.0 0.0
C 1.109 -3.850 -2.696 -0.1 0.1 0.0
C 0.405 -4.647 -3.595 0.0 0.1 0.1
C -0.921 -4.972 -3.348 0.0 0.0 0.0
C -1.540 -4.493 -2.198 0.1 0.0 0.0
C -0.829 -3.708 -1.297 0.1 -0.1 -0.1
C 0.408 -2.855 1.548 0.1 0.0 0.0
C -0.525 -2.119 2.276 0.1 0.0 0.0
C -1.216 -2.693 3.343 0.1 0.0 -0.1
C -0.971 -4.010 3.696 0.1 0.0 -0.1
C -0.042 -4.757 2.975 0.0 0.1 0.0
C 0.638 -4.186 1.909 -0.1 0.1 0.1
H 3.448 -4.227 -1.508 0.0 0.0 0.0
H 5.486 -5.392 -0.797 0.0 0.0 0.0
H 6.487 -4.918 1.417 0.0 0.0 0.0
H 5.431 -3.238 2.905 0.0 0.0 0.0
H 3.403 -2.052 2.198 0.0 0.0 0.0
H 2.131 -3.577 -2.935 0.0 0.0 0.0
H 0.893 -5.007 -4.494 0.0 0.0 0.0
H -1.472 -5.588 -4.049 0.0 0.0 0.0
H -2.578 -4.735 -2.000 0.0 0.0 0.0
H -1.328 -3.355 -0.401 0.0 0.0 0.0
H -0.717 -1.079 2.032 0.0 -0.1 0.0
H -1.938 -2.101 3.894 0.0 0.0 0.0
H -1.498 -4.457 4.532 0.0 0.0 0.0
H 0.154 -5.788 3.249 0.0 0.0 0.0
H 1.352 -4.785 1.354 0.0 0.0 0.0
```
Positions in Å, forces in eV/Å.